{"formula": "C28H72Cl2N4O10", "method": "wB97M-V/def2-TZVPD", "symbols": ["Cl", "Cl", "O", "O", "O", "O", "O", "O", "O", "O", "O", "O", "N", "N", "N", "N", "C", "C", "C", "C", "C", "C", "C", "C", "C", "C", "C", "C", "C", "C", "C", "C", "C", "C", "C", "C", "C", "C", "C", "C", "C", "C", "C", "C", "H", "H", "H", "H", "H", "H", "H", "H", "H", "H", "H", "H", "H", "H", "H", "H", "H", "H", "H", "H", "H", "H", "H", "H", "H", "H", "H", "H", "H", "H", "H", "H", "H", "H", "H", "H", "H", "H", "H", "H", "H", "H", "H", "H", "H", "H", "H", "H", "H", "H", "H", "H", "H", "H", "H", "H", "H", "H", "H", "H", "H", "H", "H", "H", "H", "H", "H", "H", "H", "H", "H", "H"], "xyz": [[-2.4564, 1.3088, -4.3254], [-2.3875, 2.4573, -1.1148], [2.4727, 2.6627, -1.3338], [-7.7901, -4.5639, 2.2238], [-0.5806, 0.2226, 1.3315], [9.1802, -4.0180, -4.1900], [-0.1445, 4.7989, 2.7459], [-5.3384, -1.2030, 1.2533], [-2.9182, -4.2454, 3.7252], [-2.0226, -0.1898, 6.0296], [3.4229, -4.4464, -1.1505], [1.5397, 7.7554, -5.3410], [5.7196, -4.4585, -2.8711], [2.2680, 5.8115, -3.2660], [-4.9991, -4.1281, 1.6269], [-1.0649, 2.2030, 3.3234], [2.7148, -3.3700, -0.5367], [2.8740, 4.5454, -2.7663], [4.4189, -4.0381, -3.4028], [3.2463, -4.5503, -2.5272], [-1.9245, 1.4023, 4.1911], [0.6206, 5.8308, 2.1014], [-2.0363, -3.6481, 4.6418], [8.1477, -4.5026, -3.3590], [-2.6138, -3.9047, 2.3999], [-4.2432, -0.3322, 1.1555], [-0.7435, 3.9581, 1.7708], [1.9546, 3.9353, -1.7312], [-5.9003, -4.7586, 0.6728], [-1.7859, 3.0681, 2.3917], [-9.0209, -4.0102, 2.5993], [0.6930, 8.8706, -5.4924], [0.3153, -0.6629, 1.9325], [6.7618, -3.9694, -3.7774], [9.6326, -2.6858, -3.8527], [-1.1045, 0.4453, 5.0985], [2.6098, 7.9552, -4.4871], [-1.3761, -0.9688, 6.9636], [-7.3126, -4.1511, 0.9379], [-3.6127, -4.6655, 1.4097], [3.1991, 6.6228, -4.0570], [1.5984, 1.7710, -0.6944], [-2.4076, 0.8055, -1.6735], [-1.5671, 0.6124, -2.9359], [8.8830, -1.9092, -4.0132], [-2.2489, 2.4046, 1.6592], [2.2933, -4.0873, -2.7935], [2.7947, -3.3432, 0.5489], [3.8569, 4.7948, -2.3664], [3.4504, 6.0648, -4.9640], [3.3162, 8.6197, -4.9916], [-4.3087, -0.1262, 0.0854], [3.1255, -5.6059, -2.7783], [-3.5729, -5.7541, 1.4858], [1.4066, 5.3782, 1.4944], [-1.1413, -4.2386, 4.8487], [3.0193, 3.8804, -3.6201], [4.1863, -4.3717, -4.4144], [-5.0017, -2.0826, 1.4628], [-3.3946, 0.3762, -1.8448], [-0.8241, -0.2994, 7.6308], [-2.1663, -1.4585, 7.5328], [-1.6111, -4.1761, 2.0581], [-5.9516, -5.8361, 0.8400], [-2.4744, -3.6541, 5.6421], [-2.6351, -2.8226, 2.2504], [6.8568, -2.8837, -3.6996], [1.8251, 4.5621, -0.8470], [2.9883, -2.3924, -0.9388], [-0.3004, 2.6734, 3.7862], [-2.4201, 2.0802, 4.8898], [-0.5175, -0.3002, 4.5627], [6.4827, -4.3571, -4.7561], [-0.0016, 6.4647, 1.4674], [-2.0812, 0.2243, -0.8099], [-2.6484, 0.9019, 3.5476], [8.2076, -5.5914, -3.3800], [8.4082, -4.2703, -2.3228], [-9.8031, -4.4717, 1.9906], [0.7772, -1.3332, 1.2070], [4.1277, 6.7648, -3.5034], [-0.5072, 1.0414, 5.7924], [-1.8783, -2.5907, 4.4235], [-0.5739, 1.0564, -2.8842], [-7.3858, -3.0928, 0.6824], [9.9000, -2.5867, -2.7984], [1.2274, 9.6250, -6.0734], [-5.6965, -4.5001, -0.3663], [10.5254, -2.4514, -4.4301], [-1.3753, -0.4438, -3.1244], [-2.6264, 3.6105, 2.8310], [1.5557, 5.5839, -3.9479], [1.5298, 1.9786, 0.3742], [-9.2648, -4.3440, 3.6082], [0.5898, 1.8447, -1.1089], [0.9619, 3.7384, -2.1434], [4.3702, -2.9458, -3.4504], [1.8880, 0.7477, -0.9332], [1.1129, -0.1219, 2.4453], [-9.0771, -2.9212, 2.5793], [5.8667, -4.0360, -1.9643], [-1.1976, 4.6019, 1.0128], [0.0605, 3.4400, 1.2440], [-3.3279, -4.4900, 0.3713], [-3.2666, -0.7931, 1.3157], [-5.2842, -4.5229, 2.5151], [-0.2775, 8.6591, -5.9404], [-0.9008, 0.8531, 1.9941], [0.3886, 9.3230, -4.5453], [-4.3601, 0.5349, 1.8058], [-8.0742, -4.6198, 0.3066], [1.6483, -3.4758, -0.7509], [-0.6445, -1.7227, 6.6628], [-0.2547, -1.3025, 2.6104], [2.3339, 8.4454, -3.5491], [1.0728, 6.4812, 2.8488]], "mulliken_charge": [-0.209, -0.153, -0.454, -0.330, 0.023, -0.348, -0.429, -0.534, -0.430, -0.344, -0.403, -0.308, -0.333, -0.279, -0.220, -0.313, -0.802, -0.683, -0.610, -0.644, -0.594, -0.685, -0.649, -0.521, 0.743, -0.015, -0.063, -0.059, -0.760, -0.052, -0.761, -0.758, -0.226, -0.433, -0.707, -0.351, -0.634, -0.814, -0.685, -1.127, -0.677, -0.027, -0.155, -0.315, 0.285, -0.121, 0.407, 0.303, 0.333, 0.336, 0.429, 0.204, 0.346, 0.446, 0.234, 0.330, 0.329, 0.414, 0.341, 0.543, 0.341, 0.263, 0.396, 0.442, 0.287, -0.637, 0.282, 0.028, 0.346, 0.263, 0.455, 0.269, 0.243, 0.308, -0.198, -0.058, 0.356, 0.328, 0.299, 0.016, 0.450, 0.458, 0.169, 0.156, 0.390, 0.301, 0.292, 0.397, 0.262, 0.381, 0.405, 0.227, 0.198, 0.256, -0.184, 0.212, 0.335, 0.185, 0.318, 0.296, 0.235, 0.565, -0.322, 0.460, -0.103, 0.171, 0.264, 0.046, 0.319, 0.147, 0.464, 0.351, 0.308, -0.098, 0.344, 0.287], "energy_ev": -81676.418, "multiplicity": 1, "lumo_energy_ev": 0.278, "smiles": "COCCNCCOC.COCCNCCOC.COCCNCCOC.COCCNCCOC.ClCCCl.CO.CO"}

***

{"formula": "C28H72O12Sr", "method": "wB97M-V/def2-TZVPD", "symbols": ["Sr", "O", "O", "O", "O", "O", "O", "O", "O", "O", "O", "O", "O", "C", "C", "C", "C", "C", "C", "C", "C", "C", "C", "C", "C", "C", "C", "C", "C", "C", "C", "C", "C", "C", "C", "C", "C", "C", "C", "C", "C", "H", "H", "H", "H", "H", "H", "H", "H", "H", "H", "H", "H", "H", "H", "H", "H", "H", "H", "H", "H", "H", "H", "H", "H", "H", "H", "H", "H", "H", "H", "H", "H", "H", "H", "H", "H", "H", "H", "H", "H", "H", "H", "H", "H", "H", "H", "H", "H", "H", "H", "H", "H", "H", "H", "H", "H", "H", "H", "H", "H", "H", "H", "H", "H", "H", "H", "H", "H", "H", "H", "H", "H"], "xyz": [[0.8088, 3.7220, 2.9750], [2.9114, 3.2507, -4.7297], [-1.8181, 0.1723, 6.2701], [-0.2286, -0.0111, 0.8716], [-0.4268, 1.5141, -0.5786], [-1.6877, -0.2194, -0.7457], [-3.1211, -5.4561, 1.3343], [5.2031, 4.9959, 0.0876], [-3.2057, -3.4551, -5.2519], [-3.5147, 5.8033, -3.1479], [4.9113, -2.6230, 1.3259], [-7.0245, 0.4626, 0.7883], [4.7064, 1.4019, 5.1497], [-8.0279, -0.5012, 0.6826], [-2.2679, -5.8947, 2.3217], [-5.3489, 4.6877, -4.1631], [3.0209, 2.7177, -6.0551], [-2.5771, -0.5432, 7.1404], [-8.1723, -0.8968, -0.7938], [-1.1514, -4.5601, -5.8897], [-1.1426, -6.6609, 1.6242], [6.9971, 6.2482, -0.6902], [-3.4019, -5.5662, -6.1848], [5.0657, -3.1189, -0.9416], [1.6076, 2.8629, -6.6664], [4.1746, 3.3372, -6.8952], [-4.2854, 5.7550, -4.2774], [6.8078, 1.2576, 6.2464], [6.9907, -3.7227, 0.6060], [5.2863, 1.4951, 6.4214], [-0.7920, 0.3793, -0.1912], [-3.1165, -6.6890, 3.3653], [-4.8276, 7.1348, -4.5072], [-9.3475, 0.0182, 1.3339], [-2.5404, -4.7205, -5.2736], [4.6780, 0.5196, 7.4302], [5.4618, -3.5878, 0.4622], [6.5957, 5.0204, 0.1602], [7.2409, 3.7860, -0.4599], [-2.7368, 0.0580, 8.5386], [-3.8900, -0.7949, 6.3882], [7.5306, -2.7760, 0.6266], [-9.8619, 0.7437, 0.7037], [-0.6785, -6.0630, 0.8398], [5.4739, -2.1342, -1.1696], [-4.0608, 7.8860, -4.3180], [6.8300, 2.8901, 0.0055], [6.9252, 5.0111, 1.1992], [-3.1848, 4.9340, -2.9093], [8.3296, 3.7846, -0.4068], [-2.0608, -1.4835, 7.3337], [-1.2919, -4.1468, -6.8885], [3.2729, 1.6734, -5.8705], [-2.7245, -4.6498, 0.9963], [4.4080, 4.3712, -6.6415], [-1.6320, -0.3563, 5.4907], [3.9946, -3.0223, -1.1192], [5.1498, 2.9129, -6.6566], [-6.1519, 4.8596, -4.8798], [-2.8901, -2.9824, -4.4783], [-3.2485, -5.3180, -7.2350], [7.1829, -4.2275, 1.5527], [-7.6579, -1.3467, 1.2625], [-2.5040, -7.3129, 4.0162], [5.5818, -3.7128, -1.6959], [5.0756, 4.6206, -0.7867], [4.6327, -0.5257, 7.1247], [8.0625, 6.3606, -0.8912], [4.9061, 0.5191, 4.8297], [-4.4519, -5.4581, -5.9128], [7.0255, 0.2452, 5.9065], [3.6356, 0.8246, 7.5224], [-10.0495, -0.8147, 1.2952], [6.5747, 6.1679, -1.6918], [5.0004, 0.5983, 8.4684], [4.8721, -4.4993, 0.5601], [-3.4953, -0.4885, 9.0991], [4.1065, 3.2185, -7.9766], [-1.8365, 0.1306, 9.1488], [5.1738, 2.5304, 6.7434], [7.2650, 1.8669, 5.4668], [-1.8006, -5.0428, 2.8156], [-0.4037, -6.9548, 2.3696], [2.1065, 2.9522, -4.2999], [-4.4350, 0.1316, 6.2074], [-8.2573, -0.0185, -1.4337], [-9.1890, 0.4168, 2.3360], [-3.9682, -7.2320, 2.9557], [6.9584, 3.7689, -1.5126], [-3.6265, 5.4126, -5.0754], [-3.1031, 1.0845, 8.5548], [-4.5404, -1.5023, 6.9026], [3.9814, -2.4711, 1.1417], [-5.8729, 4.6023, -3.2111], [-2.4925, -5.2667, -4.3315], [1.4293, 3.9170, -6.8793], [-0.5744, -3.9221, -5.2202], [-9.0550, -1.5077, -0.9832], [-7.2751, -1.4026, -1.1506], [7.4058, -4.3450, -0.1869], [-5.7530, 7.2884, -3.9521], [-1.6834, -7.4949, 1.1769], [-4.9877, 3.6797, -4.3673], [-3.7627, -1.2533, 5.4075], [-3.0568, -6.5935, -6.0679], [7.4257, 1.3951, 7.1337], [1.6206, 2.3509, -7.6286], [0.7674, 2.4800, -6.0872], [-6.2135, 0.1066, 0.4180], [6.6337, 7.2132, -0.3369], [-3.5232, -5.8833, 3.9765], [-5.0983, 7.2322, -5.5586], [-0.7003, -5.5518, -5.8576]], "mulliken_charge": [0.875, -0.554, -0.510, -0.551, -0.542, -0.547, -0.570, -0.503, -0.559, -0.580, -0.534, -0.577, -0.517, 0.612, 0.417, -1.437, 0.589, 0.646, -1.294, -1.084, -1.170, -1.107, -1.271, -1.409, -1.311, -1.230, 0.724, -1.258, -1.220, 0.341, 0.773, -1.190, -1.269, -1.293, 0.370, -1.204, 0.606, 0.203, -1.221, -1.376, -1.244, 0.331, 0.329, 0.325, 0.345, 0.346, 0.338, 0.316, 0.306, 0.368, 0.133, 0.310, 0.158, 0.333, 0.341, 0.307, 0.375, 0.335, 0.334, 0.315, 0.298, 0.299, 0.186, 0.329, 0.355, 0.355, 0.309, 0.355, 0.353, 0.326, 0.330, 0.318, 0.367, 0.291, 0.374, 0.184, 0.342, 0.316, 0.329, 0.254, 0.333, 0.282, 0.331, 0.288, 0.317, 0.338, 0.323, 0.340, 0.303, 0.143, 0.358, 0.339, 0.305, 0.359, 0.289, 0.334, 0.316, 0.325, 0.367, 0.364, 0.319, 0.290, 0.404, 0.355, 0.376, 0.361, 0.313, 0.421, 0.316, 0.302, 0.283, 0.352, 0.314], "energy_ev": -55600.370, "multiplicity": 1, "de_lowest_kj_mol": 1446.31, "lumo_energy_ev": -3.191}